Formula: C2H9N3O
Source: OMol25
Level of theory: ωB97M-V with the def2-TZVPD basis set

Last column: natural (NBO) charge in e.
CARTESIAN COORDINATES (ANGSTROEM)
H1 1.36745 -0.66206 -0.76176  0.33
N1 0.56983 -0.47718 -0.16059  -0.81
C1 0.30721 0.78267 -0.25304  0.58
N2 1.05364 1.66070 -1.02249  -0.87
N3 -0.67918 1.30694 0.52331  -0.61
C2 -1.54752 0.46202 1.32791  -0.42
H2 1.09180 2.63270 -0.76816  0.39
H3 1.24524 1.36816 -1.96404  0.40
H4 -0.63858 2.27204 0.79157  0.38
H5 -2.27064 -0.01824 0.66271  0.20
H6 -0.94911 -0.35957 1.71643  0.22
H7 -2.09436 1.06273 2.04525  0.20
O1 0.68464 -3.35583 -1.07627  -0.95
H8 0.89352 -4.09325 -0.49383  0.46
H9 0.96605 -2.58184 -0.56702  0.48

Values from the calculation:
LUMO in eV: 0.79
Highest occupied orbital energy in eV: -8.836
SMILES string: [H]/N=C(\N)NC.O

Formula: C25H32ClN5O12Si2Tl
Source: OMol25
Level of theory: ωB97M-V with the def2-TZVPD basis set

Last column: Löwdin charge in e.
CARTESIAN COORDINATES (ANGSTROEM)
Tl1 -0.51158 -0.05952 -0.14617  1.12
O1 0.74140 2.91695 2.74969  0.17
C1 0.16112 1.81270 2.44803  -0.53
O2 -0.92614 1.71530 1.94612  0.09
C2 0.85246 0.60197 2.87420  -0.17
C3 1.92141 0.62587 3.79409  0.04
C4 2.58779 -0.54593 4.07448  -0.03
C5 2.12382 -1.70434 3.52149  0.03
C6 1.05513 -1.57895 2.59015  -0.16
N1 0.42529 -0.46865 2.23170  0.17
C7 0.74255 -2.72161 1.70335  -0.49
O3 0.59910 -3.95913 2.10456  0.14
O4 0.62767 -2.47235 0.53270  0.04
H1 0.37114 3.73006 2.33536  0.15
H2 2.20494 1.59026 4.12754  0.11
H3 3.37159 -0.52370 4.81306  0.12
H4 2.55036 -2.68097 3.76039  0.14
H5 0.35911 -4.01828 3.11393  0.07
C8 1.03284 -1.73688 -3.71599  0.01
C9 -0.09170 -2.35085 -2.96191  -0.34
N2 -0.66314 -1.79304 -1.90381  0.11
C10 -1.51900 -2.74342 -1.39804  -0.16
C11 -1.56455 -3.77197 -2.28654  -0.05
N3 -0.70669 -3.46668 -3.31130  0.19
C12 -2.45761 -5.01756 -2.42942  -0.47
O5 -3.34484 -5.29172 -1.48159  0.13
O6 -2.36066 -5.62094 -3.45624  0.09
C13 -2.21127 -2.55112 -0.07849  -0.54
O7 -3.05269 -3.42178 0.21961  0.06
O8 -1.93371 -1.56531 0.67710  -0.05
H6 0.97593 -1.93414 -4.77746  0.08
H7 1.92952 -2.34144 -3.47353  0.09
H8 1.17739 -0.67660 -3.53066  0.09
H9 -0.39269 -4.09390 -4.04150  0.18
H10 -3.27710 -4.62529 -0.73726  0.05
C14 3.92142 1.32255 0.59938  -0.16
Si1 2.96136 0.85385 -0.98040  0.46
C15 3.27743 -0.95218 -1.29523  -0.15
C16 3.51074 1.98462 -2.43413  -0.18
N4 1.23172 1.25940 -0.82713  -0.13
C17 0.78387 2.57688 -0.71205  -0.35
C18 1.57969 3.75982 -0.62693  -0.07
C19 1.05393 4.99927 -0.31044  -0.15
C20 -0.31227 5.14492 -0.02776  -0.14
C21 -1.13364 4.03653 -0.19777  -0.07
C22 -0.60296 2.80024 -0.64986  -0.36
N5 -1.48915 1.77270 -0.79673  -0.16
Si2 -3.13168 1.71432 -1.26095  0.36
C23 -4.35204 1.39675 0.13060  -0.15
C24 -3.61612 3.20252 -2.34531  -0.16
C25 -3.37893 0.19420 -2.28489  -0.17
H11 3.66400 0.66357 1.45200  0.02
H12 3.51556 2.27279 0.94926  0.01
H13 5.00727 1.40285 0.50545  0.03
H14 4.25199 -1.20935 -1.11758  0.00
H15 2.97988 -1.22224 -2.28631  -0.02
H16 2.62727 -1.57353 -0.58770  0.06
H17 4.20579 2.78102 -2.22928  0.01
H18 2.58682 2.53693 -2.75967  0.04
H19 3.87884 1.45122 -3.32557  0.02
H20 2.72022 3.62562 -0.81675  0.10
H21 1.73058 5.83864 -0.38565  0.09
H22 -0.69236 6.23466 0.14862  0.12
H23 -2.15778 4.15570 0.09489  0.10
H24 -3.94964 1.65063 1.12570  0.04
H25 -4.56385 0.35643 0.19993  0.01
H26 -5.29363 1.93244 0.09862  0.02
H27 -3.82797 4.01024 -1.64816  0.01
H28 -4.51210 2.87573 -2.86007  0.02
H29 -2.80201 3.45214 -3.01936  0.03
H30 -2.89203 -0.78117 -1.93181  0.03
H31 -2.94170 0.39454 -3.36738  0.08
H32 -4.37860 0.02423 -2.36888  -0.02
O9 1.15912 -3.12660 6.33384  -0.34
Cl1 -0.06552 -3.21231 5.65730  0.66
O10 0.20933 -4.17449 4.58376  -0.36
O11 -1.08188 -3.74300 6.53854  -0.33
O12 -0.47818 -1.94012 5.14822  -0.32

Values from the calculation:
LUMO in eV: 1.76
Highest occupied orbital energy in eV: -4.903
Total charge: -1

Formula: C28H27N4O6S2Sn
Source: OMol25
Level of theory: ωB97M-V with the def2-TZVPD basis set

Last column: natural (NBO) charge in e.
CARTESIAN COORDINATES (ANGSTROEM)
Sn1 0.21466 0.57982 -0.66186  1.59
C1 -2.86749 -4.36618 3.88948  -0.63
C2 -2.49819 -2.95457 3.50633  -0.03
C3 -2.03495 -2.04754 4.45882  -0.22
C4 -1.68710 -0.75442 4.09884  -0.22
C5 -1.77221 -0.36431 2.76722  -0.25
C6 -2.22847 -1.25479 1.80612  -0.21
C7 -2.60234 -2.53651 2.18392  -0.20
S1 -1.15513 1.26541 2.35880  2.32
O1 -1.81445 2.13127 3.31158  -0.99
O2 0.29708 1.12944 2.51020  -1.02
N1 -1.45596 1.55872 0.85592  -1.10
C8 -2.85918 1.51833 0.43427  -0.36
C9 -3.03830 0.59084 -0.77779  0.77
O3 -4.18422 0.38844 -1.17535  -0.68
O4 -1.95641 0.10963 -1.31029  -0.90
H1 -2.84402 -4.50003 4.97198  0.21
H2 -2.17556 -5.08508 3.44337  0.21
H3 -3.86978 -4.61812 3.53547  0.22
H4 -1.94365 -2.36088 5.49404  0.20
H5 -1.33855 -0.03954 4.83744  0.23
H6 -2.27030 -0.96745 0.76113  0.24
H7 -2.97522 -3.22696 1.43298  0.21
H8 -3.20002 2.50770 0.12035  0.21
H9 -3.54413 1.18867 1.21713  0.22
O5 1.28187 -0.73282 -2.22549  -0.86
C10 1.95522 -1.81026 -2.40446  0.41
C11 2.65710 -2.01809 -3.62874  -0.28
C12 3.34850 -3.17532 -3.89434  -0.20
C13 3.40636 -4.20376 -2.94465  -0.31
C14 2.77684 -4.01231 -1.73186  -0.19
C15 2.06045 -2.84412 -1.42763  -0.17
C16 1.46598 -2.68962 -0.09551  0.38
N2 1.07156 -1.57699 0.51378  -0.57
C17 0.74750 -1.92522 1.81439  -0.09
C18 0.91773 -3.25786 1.99560  -0.12
N3 1.36541 -3.73299 0.77861  -0.53
H10 2.61215 -1.20942 -4.34950  0.21
H11 3.86824 -3.28994 -4.83915  0.20
H12 3.94444 -5.12148 -3.14594  0.20
H13 2.86605 -4.79597 -0.98418  0.18
H14 0.42166 -1.17700 2.51857  0.25
H15 0.76475 -3.89896 2.85031  0.21
H16 1.51618 -4.69558 0.55316  0.41
C19 4.01964 0.54632 1.39209  -0.29
O6 3.50761 0.94522 0.08620  -0.48
C20 2.88861 2.08104 -0.11432  0.28
C21 2.84076 2.97760 1.07611  -0.82
H17 3.21355 0.55867 2.12312  0.21
H18 4.82440 1.20838 1.70774  0.18
H19 4.39203 -0.46207 1.26128  0.20
H20 3.77766 3.01439 1.65067  0.21
H21 2.05885 2.57359 1.74229  0.30
H22 2.54165 3.97948 0.77719  0.23
S2 1.20106 5.09526 -3.55647  0.34
C22 1.37593 3.53942 -2.78530  -0.08
N4 0.28291 2.93524 -2.49624  -0.45
C23 -0.82805 3.68115 -2.89005  0.17
C24 -2.15973 3.28951 -2.74323  -0.21
C25 -3.15381 4.14752 -3.16821  -0.21
C26 -2.84044 5.38654 -3.74226  -0.22
C27 -1.52595 5.78127 -3.91312  -0.22
C28 -0.52350 4.91309 -3.48587  -0.25
H23 2.35616 3.13382 -2.54680  0.25
H24 -2.37980 2.31751 -2.31362  0.25
H25 -4.19111 3.85355 -3.05179  0.22
H26 -3.63957 6.04363 -4.06649  0.21
H27 -1.28295 6.73566 -4.36601  0.21

Values from the calculation:
LUMO in eV: 2.41
Highest occupied orbital energy in eV: -4.665
Total charge: -1

- What is the formula in the first record?
  C2H9N3O